This record from the OMol25 dataset describes 18 unconnected molecules or ions with the total composition C36H117N9O18 at a distorted geometry. The level of theory is ωB97M-V with the def2-TZVPD basis set.

Geometry as XYZ:
```
180
C36H117N9O18, DFT ωB97M-V with the def2-TZVPD basis set
O -3.196 -4.261 0.234
H -3.430 -3.337 0.143
H -3.146 -4.585 -0.666
O -0.751 5.513 1.683
H -0.906 4.870 0.991
H -1.608 5.909 1.839
O 2.658 -1.557 -2.405
H 2.942 -2.310 -2.923
H 3.241 -1.554 -1.646
O -1.967 -3.249 4.494
H -1.977 -2.414 4.961
H -1.424 -3.821 5.035
O -2.429 -0.419 5.160
H -3.369 -0.242 5.201
H -2.041 0.412 4.886
O 1.777 3.901 -1.194
H 2.388 3.173 -1.086
H 1.948 4.471 -0.445
O -1.754 2.093 4.390
H -1.284 2.233 3.568
H -2.252 2.899 4.522
O -0.832 -5.698 1.424
H -0.964 -5.769 2.369
H -1.697 -5.481 1.076
O -3.418 -0.814 2.462
H -3.202 0.008 2.903
H -2.848 -1.464 2.874
C -3.724 7.165 -2.643
C -2.240 7.279 -2.410
C -1.582 5.966 -1.785
O -2.360 5.654 -0.619
C -2.914 4.337 -0.604
N -1.533 7.817 -3.557
H -4.297 8.066 -2.862
H -4.138 6.855 -1.683
H -3.937 6.408 -3.397
H -2.101 8.015 -1.618
H -0.505 6.014 -1.622
H -1.646 5.261 -2.614
H -3.674 4.103 -1.349
H -3.392 4.190 0.365
H -2.117 3.601 -0.711
H -1.797 7.349 -4.412
H -0.569 7.537 -3.445
C -1.223 -7.938 -2.114
C -1.603 -6.433 -2.189
C -0.961 -5.649 -3.380
O -1.421 -4.336 -3.544
C -0.638 -3.392 -2.825
N -3.047 -6.435 -2.238
H -0.177 -8.137 -1.879
H -1.327 -8.523 -3.028
H -1.820 -8.329 -1.290
H -1.450 -5.898 -1.253
H -1.428 -6.270 -4.144
H 0.129 -5.636 -3.395
H -0.947 -3.540 -1.790
H -0.819 -2.358 -3.119
H 0.443 -3.526 -2.792
H -3.226 -5.502 -2.581
H -3.514 -6.993 -2.938
C 1.423 0.138 8.154
C 1.348 -0.140 6.703
C 2.567 -0.787 6.040
O 3.792 -0.149 6.541
C 4.993 -0.423 5.825
N 0.189 -0.938 6.367
H 1.774 -0.766 8.650
H 0.455 0.448 8.549
H 2.236 0.788 8.477
H 1.268 0.888 6.350
H 2.592 -0.915 4.958
H 2.666 -1.836 6.321
H 4.742 -0.555 4.772
H 5.275 -1.382 6.259
H 5.709 0.333 6.149
H 0.159 -0.804 5.367
H -0.644 -0.491 6.724
C -0.444 -2.328 1.522
C -0.336 -0.906 1.077
C -0.116 0.003 2.289
O -1.036 1.100 2.117
C -0.772 1.976 1.021
N 0.807 -0.802 0.115
H -0.318 -2.969 0.650
H -1.455 -2.545 1.868
H 0.304 -2.676 2.235
H -1.203 -0.559 0.515
H 0.939 0.259 2.393
H -0.427 -0.322 3.282
H -1.110 2.980 1.277
H -1.311 1.516 0.193
H 0.271 2.076 0.721
H 1.628 -1.218 0.530
H 0.654 -1.534 -0.565
C -3.249 4.260 -6.041
C -2.220 3.226 -5.777
C -2.028 2.807 -4.275
O -0.742 2.195 -4.144
C -0.463 1.889 -2.844
N -2.629 2.141 -6.628
H -3.323 4.357 -7.124
H -2.870 5.214 -5.672
H -4.138 3.929 -5.504
H -1.258 3.680 -6.014
H -2.831 2.111 -4.030
H -2.076 3.615 -3.545
H 0.297 1.113 -2.927
H -1.311 1.516 -2.269
H 0.061 2.639 -2.251
H -3.194 2.487 -7.390
H -3.175 1.439 -6.149
C 2.794 -6.375 -3.386
C 2.809 -5.555 -2.109
C 3.497 -6.193 -0.799
O 3.540 -5.344 0.334
C 2.278 -4.962 0.923
N 3.433 -4.288 -2.539
H 2.439 -5.888 -4.294
H 2.094 -7.202 -3.277
H 3.729 -6.899 -3.585
H 1.768 -5.474 -1.797
H 4.539 -6.411 -1.032
H 2.957 -7.111 -0.568
H 1.542 -4.862 0.125
H 2.219 -4.113 1.603
H 2.008 -5.738 1.639
H 4.066 -4.050 -1.789
H 4.023 -4.688 -3.254
C -3.156 -0.574 -1.965
C -4.618 -0.608 -1.353
C -5.877 -0.881 -2.190
O -6.034 0.094 -3.203
C -7.016 -0.256 -4.168
N -4.528 -1.489 -0.160
H -2.398 -0.134 -1.317
H -3.202 -0.009 -2.896
H -2.802 -1.582 -2.178
H -4.814 0.389 -0.956
H -6.760 -0.941 -1.553
H -5.762 -1.873 -2.628
H -6.960 0.533 -4.917
H -7.978 -0.335 -3.663
H -6.908 -1.192 -4.717
H -3.903 -1.064 0.509
H -5.410 -1.591 0.321
C 5.164 2.492 -1.012
C 4.412 1.184 -1.075
C 5.120 0.140 -0.195
O 4.387 -1.125 -0.021
C 5.100 -2.088 0.796
N 3.088 1.505 -0.580
H 4.784 3.220 -0.294
H 5.013 2.983 -1.973
H 6.237 2.327 -0.915
H 4.516 0.778 -2.081
H 5.236 0.630 0.772
H 6.057 -0.065 -0.712
H 5.957 -2.297 0.156
H 4.675 -3.088 0.880
H 5.323 -1.627 1.758
H 2.587 0.642 -0.739
H 3.131 1.574 0.426
C 3.367 5.783 3.215
C 3.108 4.788 2.032
C 2.494 3.471 2.475
O 3.479 2.869 3.358
C 3.680 1.541 3.333
N 2.170 5.428 1.101
H 3.376 6.823 2.889
H 4.343 5.518 3.622
H 2.613 5.696 3.998
H 4.011 4.632 1.441
H 2.417 2.820 1.604
H 1.442 3.498 2.759
H 3.021 1.089 4.075
H 4.661 1.245 3.704
H 3.371 1.119 2.377
H 1.253 5.473 1.524
H 2.418 6.385 0.895
```

## Properties
E_HOMO = -8.68 eV
LUMO = 0.085 eV
E_tot = -3288.6098 Ha